1.
The following is a DFT calculation (wB97M-V/def2-TZVPD) of a cluster of 13 separate species, C24H42Cl25NO2PS in total at a distorted geometry.

Each line ends with the Löwdin charge.
Element x y z (Å)
H 5.07452 -0.29336 -6.68986  -0.0180
C 2.13167 -0.61787 0.98969  -0.0464
H 1.19265 3.03222 -0.55152  0.1235
H 3.71191 -6.52060 6.61040  0.0301
C 1.46960 2.03449 -0.14611  -0.0620
H -1.43782 6.32442 5.41806  0.0271
C 7.63699 0.87242 -7.57143  -1.0143
H -3.24073 -1.55600 -3.94656  -0.0475
Cl -3.59308 6.77639 6.25516  0.5081
Cl 7.17026 -0.58179 -8.46103  0.5142
Cl 1.64454 -6.20049 7.69257  0.5094
H 3.33155 -0.49141 -6.39122  -0.0581
H -1.51588 3.70430 0.79502  0.1444
Cl 2.32716 9.24193 2.91678  0.5234
Cl 1.25542 -6.31063 -0.25888  0.5112
O -2.59146 3.99030 3.26237  -0.4287
Cl 5.14710 4.08934 2.40376  0.5125
H 8.49725 1.32258 -8.05879  0.0285
H -1.86726 0.29095 0.47651  0.1513
H -1.21906 2.22302 -0.22205  0.1515
H 3.89371 5.16197 0.72115  -0.0352
H -4.71706 2.77591 1.57362  0.1180
Cl -6.17842 -1.45202 -6.66732  0.5189
H -2.54156 4.94611 5.20791  -0.0316
H 0.61653 -1.05267 -4.61001  -0.0048
C -0.91047 -1.60764 5.39540  -0.9188
N -2.44504 0.43681 1.32761  0.0064
Cl -0.78706 -9.11230 1.47076  0.5298
H -4.68823 -2.23808 -8.31894  0.0353
H -4.31757 -0.04983 2.20766  0.1416
H 0.66117 -6.56369 2.00734  -0.0669
Cl 2.47362 -5.24704 5.06129  0.4716
H -1.83820 0.13291 2.12217  0.0020
C 3.00714 -5.69741 6.68707  -1.0079
Cl -5.79272 -0.45264 -9.38350  0.5291
C -2.10512 -8.26664 2.28719  -0.9961
C 1.45498 -6.04527 1.47619  -1.0417
H -1.60419 1.93356 4.04045  0.0124
H -2.67007 -8.98153 2.87885  0.0292
Cl -1.48821 -6.99766 3.35629  0.5225
H 3.05126 1.55122 -1.61091  0.0289
H -2.82023 -2.54143 2.50095  -0.1445
C -2.64402 1.92535 1.46412  -0.4303
Cl -2.14719 -3.45646 -4.80542  0.5272
H 0.56729 -0.19939 2.46704  0.0325
H 3.42092 7.16250 2.77110  0.0199
C -4.62584 1.52625 -0.28754  -0.1579
C 4.71687 4.45162 0.72781  -0.9727
Cl 1.93043 -0.22419 -2.83020  0.6796
H 0.79355 -2.24009 -3.29665  0.0242
H 1.67772 6.98554 3.07977  0.0239
Cl 8.05884 0.49373 -5.89643  0.5044
C 4.08081 0.06608 -6.94627  -1.0517
H -5.73710 1.70587 -0.23117  0.1294
H 3.68798 -0.72343 -0.62836  0.1090
H -4.31260 1.82086 -1.31932  0.1109
C -3.96042 2.47991 0.79339  -0.1257
H -3.67340 3.44302 0.28833  0.1350
H -3.95190 2.18098 3.88755  0.0502
Cl 4.21596 2.98869 -0.13738  0.6810
H 2.40638 -1.61236 1.42394  0.0764
C -3.05169 -1.94443 -4.94296  -1.0197
C 2.50722 1.18202 -0.71704  -0.3915
Cl 3.81292 -0.17746 -8.67490  0.5006
Cl -1.56627 4.98445 7.35511  0.4870
Cl -3.48632 -0.76228 -1.45527  0.6322
C 1.08218 0.23210 1.57444  -0.0148
H -4.19502 -0.65782 -7.66798  -0.0236
C 2.87071 -0.12853 -0.16386  -0.1392
C 0.74798 1.55458 1.02766  -0.2436
P -2.67718 2.47845 3.28747  0.7998
O -0.25108 2.29148 1.69596  -0.1087
Cl 2.61804 -2.28353 -4.78672  0.5676
H 3.48857 -4.84006 7.14907  0.0294
Cl -1.34236 -0.80938 3.86235  0.6190
H -1.82246 -1.87442 5.92256  0.0416
Cl 1.37706 -4.32284 1.87634  0.4769
C -4.42713 -0.03114 -0.05624  -0.6068
S -3.32993 -2.17160 1.28482  0.7740
C -5.03524 -1.25641 -8.00707  -1.0372
Cl -2.14316 -0.73667 -5.86351  0.5418
H -3.99491 -2.14044 -5.44833  -0.0370
C -3.70758 -0.36073 1.32059  -0.6006
C -2.21719 5.73005 5.88674  -1.0416
Cl 3.96030 1.77814 -6.51113  0.5007
H -0.32281 -0.91959 5.99712  0.0448
C 1.30871 -1.49577 -3.89809  -0.9617
C -1.34348 2.59855 0.82751  -0.1520
H 5.58002 4.88209 0.22683  0.0337
H -5.40841 -0.57750 -0.02147  0.1175
C 2.43000 7.52708 2.51297  -1.0238
H 2.42158 -6.43506 1.78389  0.0316
Cl 0.02969 -3.06132 5.09488  0.5373
H -2.75028 -7.81407 1.53934  0.0286
Cl 2.15097 7.25480 0.78531  0.5103
H 6.80266 1.56993 -7.57486  0.0039

Atoms 1-2, force components in eV/Å:
H 0.0 0.1 -0.1
C -0.1 2.2 -1.0

**Net charge**: +1
**HOMO energy**: -11.09 eV
**Electronic energy**: -364329.8685 eV


2.
The following is a DFT calculation (wB97M-V/def2-TZVPD) of the molecule C12H16FN3OS.

Each line ends with the Löwdin charge.
Element x y z (Å)
H 0.24561 -1.41010 -3.06978  0.1051
O 1.27023 -1.04658 2.23720  -0.2084
F -3.07145 2.10752 -1.96856  0.0611
C -1.85422 1.47809 1.89325  -0.0744
C 2.12893 -0.43319 3.16831  -0.1048
C -2.02263 -0.39098 -2.66859  -0.0139
C -1.16729 0.01583 -1.50200  -0.2528
C -3.20449 2.64948 0.30075  -0.0102
H 2.95251 -1.10106 3.44636  0.0910
C 1.91122 -1.58648 1.11013  -0.2155
C -2.67433 1.85776 -0.69975  -0.2192
C 2.00472 -1.46936 -2.13569  -0.8880
H 3.35315 -0.04632 0.55269  0.1208
H -0.60433 -0.06831 1.11433  0.0935
C 2.45835 -0.51698 0.13989  -0.1756
H 1.52370 -0.22379 4.04825  0.0895
N 0.05537 -0.32152 -1.33039  0.0876
H -3.20951 3.06437 2.39566  0.1050
C -2.79609 2.45368 1.60784  -0.0766
H 2.54237 0.50600 2.78635  0.0868
C -1.73568 0.85818 -0.44324  -0.1049
N 0.70796 -1.07847 -2.22303  -0.0159
C -1.33089 0.69424 0.88383  -0.0113
H -1.79901 0.22456 -3.54090  0.0972
H -3.92386 3.41023 0.04081  0.1180
H 2.72176 -2.26618 1.41543  0.1255
H 1.14135 -2.16684 0.59451  0.1244
S 2.59176 -2.41028 -3.36918  0.5782
H 1.68435 0.23611 -0.01541  0.1031
H -1.52643 1.32235 2.90941  0.1039
H -1.84467 -1.43555 -2.92737  0.0818
H 3.72733 -1.53612 -1.18827  0.1151
N 2.81963 -1.09514 -1.13161  -0.0001
H -3.07542 -0.27515 -2.43122  0.0841

Atoms 1-2, force components in eV/Å:
H 0.2 0.1 0.3
O -0.2 0.0 0.0

**SMILES**: COCCNC(=S)N/N=C(\C)c1ccccc1F
**HOMO energy**: -8.04 eV
**Electronic energy**: -32773.0673 eV


3.
The following is a DFT calculation (wB97M-V/def2-TZVPD) of a cluster of 2 separate species, C9H7FN2O2 in total at a distorted geometry.

Each line ends with the Löwdin charge.
Element x y z (Å)
C -0.90613 -0.81263 0.23793  -0.0090
N 1.43420 -2.88941 0.36144  -0.0721
H -1.93512 1.16382 -2.96093  0.0965
C -0.99653 1.71012 -2.57612  -0.0627
F 2.77505 -1.18553 -0.41180  0.1399
H 0.69695 1.68491 1.81043  0.1326
H -1.12495 -1.86457 0.12804  0.1111
C -0.65421 1.20660 -1.20315  -0.3004
C -0.05575 1.85021 -0.18427  -0.0090
C -0.20365 -0.15920 1.23516  -0.2686
H -1.44874 -0.60724 -1.79185  0.0889
H 0.31420 2.81603 -0.21926  0.0919
O 0.74474 -3.84274 0.71152  0.0181
C 2.32381 -2.37500 -0.19704  -0.0812
N 0.39689 -0.60544 3.64650  -0.0976
H -0.24549 1.39398 -3.32884  0.0801
C -0.00941 -0.60246 2.55192  0.0597
C -0.97040 -0.14455 -0.99040  -0.0356
H -1.13586 2.90069 -2.61415  0.1252
C 0.18026 1.10985 1.02580  -0.0178
O 0.82013 -0.74743 4.76908  0.0098

Atoms 1-2, force components in eV/Å:
C 0.9 0.0 -3.0
N -1.5 -3.2 0.6

**SMILES**: Cc1ccc(C#[N+][O-])cc1.[O-][N+]#CF
**Energy relative to the best compared isomer or geometry (same formula, charge and spin)**: 2.291 eV
**HOMO energy**: -8.88 eV
**Electronic energy**: -19231.1497 eV